Computed, not measured: a single C22H17FN2O4S molecule, with ωB97M-V/def2-TZVPD.

Results
energy	-47812.87053	eV
HOMO level	-8.18	eV
molecular weight	424.5	g mol⁻¹

The geometry in XYZ format:
```
47
Properties=species:S:1:pos:R:3:forces:R:3
O -4.147 0.194 -0.678 -0.1 0.1 0.1
C -3.175 -0.294 -0.140 -0.1 0.0 -0.1
C -2.956 -0.370 1.298 0.2 -0.1 0.4
C -3.898 0.149 2.188 0.0 0.0 0.0
C -3.678 0.072 3.544 -0.2 0.1 -0.1
C -2.518 -0.529 4.032 0.1 -0.1 0.0
C -1.577 -1.045 3.172 -0.1 0.1 0.0
C -1.782 -0.966 1.790 -0.6 0.3 -0.1
N -0.845 -1.487 0.944 0.3 -0.2 -0.2
C -1.051 -1.414 -0.319 0.6 -0.3 0.5
S 0.144 -2.138 -1.387 0.2 -0.4 -0.2
C 1.608 -2.091 -0.292 -0.5 0.0 -0.1
C 2.160 -0.702 -0.264 0.1 0.2 0.4
C 2.534 -0.075 -1.442 0.2 0.3 0.1
C 2.994 1.228 -1.409 0.0 -0.1 0.2
F 3.357 1.827 -2.562 0.0 0.0 0.0
C 3.099 1.931 -0.226 -0.1 -0.2 -0.1
C 2.733 1.311 0.959 -0.1 -0.2 0.2
C 2.257 -0.002 0.944 0.1 0.2 -0.3
O 1.909 -0.642 2.098 0.3 -0.1 -0.1
C 1.762 0.205 3.211 -0.5 0.0 0.4
O 2.812 1.097 3.361 0.2 -0.1 0.0
C 2.857 2.014 2.285 -0.1 0.3 0.0
N -2.143 -0.854 -0.910 -0.3 0.0 0.1
C -2.221 -0.703 -2.353 -0.1 0.4 -0.2
C -1.168 0.239 -2.843 0.2 -0.3 -0.8
C -0.413 0.245 -3.978 -0.5 -0.1 0.5
C 0.401 1.402 -3.903 -0.1 0.4 0.4
C 0.085 2.005 -2.728 0.5 0.2 -0.7
O -0.866 1.310 -2.078 -0.4 -0.2 0.3
H -4.790 0.602 1.782 -0.1 0.0 0.0
H -4.406 0.472 4.235 -0.1 0.0 0.0
H -2.359 -0.591 5.099 0.0 0.0 0.1
H -0.678 -1.521 3.530 0.1 -0.1 0.0
H 2.310 -2.800 -0.730 0.0 -0.1 0.0
H 1.288 -2.412 0.696 0.1 -0.1 -0.1
H 2.451 -0.593 -2.385 0.0 0.0 -0.1
H 3.467 2.945 -0.225 0.1 0.1 0.0
H 1.758 -0.443 4.091 0.0 0.1 -0.2
H 0.797 0.743 3.129 0.2 -0.1 -0.1
H 3.818 2.526 2.367 -0.1 0.0 -0.1
H 2.051 2.760 2.393 0.1 -0.1 0.0
H -2.110 -1.673 -2.846 0.0 0.1 0.0
H -3.223 -0.303 -2.552 0.2 -0.2 0.0
H -0.434 -0.482 -4.763 0.0 -0.2 -0.1
H 1.127 1.729 -4.618 0.2 0.1 -0.1
H 0.448 2.896 -2.256 0.0 0.1 0.2
```
Forces are in eV/Å.


Computed, not measured: 2 unconnected molecules or ions with the total composition C3H10S3 in a non-equilibrium geometry, with ωB97M-V/def2-TZVPD.

Results
energy	-35778.14958	eV
energy above the lowest of the compared OMol25 structures with the same formula, charge and spin	0.690	eV
HOMO level	-8.33	eV
molecular weight	142.3	g mol⁻¹

The geometry in XYZ format:
```
16
Properties=species:S:1:pos:R:3:forces:R:3
C -1.341 -1.836 -1.099 -1.1 -1.3 0.5
S -1.543 -0.935 0.463 -0.1 0.5 -0.9
C -2.153 0.645 -0.233 0.1 -0.8 0.0
H -2.356 -2.045 -1.456 0.1 0.1 -0.1
H -0.771 -1.515 -1.969 0.4 0.7 0.6
H -0.985 -2.809 -0.750 0.3 0.0 -0.3
H -2.677 1.165 0.564 0.4 0.4 0.0
H -2.864 0.531 -1.056 0.0 -0.4 0.1
H -1.257 1.098 -0.634 -0.1 0.8 0.1
C 1.658 1.393 1.537 0.5 -1.0 -1.3
S 1.910 0.769 -0.210 -0.1 0.5 0.9
S 3.859 0.149 -0.066 -0.1 -0.6 -0.5
H 1.056 2.261 1.295 -0.2 0.1 1.0
H 1.274 0.610 2.188 -0.7 0.2 -0.2
H 2.640 1.611 1.934 0.1 0.6 -0.1
H 3.552 -1.093 -0.506 0.4 0.1 0.3
```
Forces are in eV/Å.


Computed, not measured: a molecular structure, C45H44N2OP2PdSi, with ωB97M-V/def2-TZVPD.

Results
energy	-82343.41352	eV
HOMO level (spin up / spin down)	-6.10 / -6.10	eV
molecular weight	825.3	g mol⁻¹

The geometry in XYZ format:
```
96
Properties=species:S:1:pos:R:3:forces:R:3
Pd 0.486 -0.318 0.191 0.2 0.1 -0.3
C 0.426 -2.790 -1.975 0.0 0.0 0.1
P 0.731 -0.978 -1.940 0.1 -0.1 0.1
C 2.262 -0.402 -2.489 -0.3 0.1 -0.1
C 3.277 -1.147 -3.098 0.2 -0.1 0.0
C 4.489 -0.594 -3.422 -0.1 0.0 0.0
C 4.671 0.798 -3.158 0.0 -0.1 0.0
C 3.745 1.558 -2.532 0.0 0.0 0.0
C 2.474 0.995 -2.002 0.1 -0.1 -0.1
C -0.632 -0.242 -2.896 0.1 0.0 0.0
C -0.366 0.625 -3.950 0.0 0.0 0.0
C -1.413 1.153 -4.695 0.0 0.0 0.0
C -2.723 0.807 -4.392 0.0 0.0 0.0
C -2.990 -0.068 -3.345 0.0 0.0 0.0
C -1.948 -0.588 -2.594 0.0 0.0 0.0
C 0.000 -3.194 -0.589 -0.1 0.2 -0.1
C -0.229 -4.420 -0.003 0.0 0.0 0.1
C -0.516 -4.172 1.366 0.0 0.0 0.0
C -0.444 -2.808 1.554 0.0 0.0 0.1
C -0.481 -1.973 2.804 0.0 0.0 -0.1
P -0.665 -0.210 2.288 -0.1 -0.1 0.2
C -0.490 0.743 3.835 0.1 -0.1 0.0
C 0.632 0.532 4.637 0.0 0.0 0.0
C 0.839 1.288 5.780 0.0 0.0 0.0
C -0.069 2.276 6.134 0.0 0.0 0.0
C -1.186 2.498 5.342 0.0 0.0 0.0
C -1.397 1.737 4.201 0.0 0.0 0.0
C -2.451 -0.141 1.929 0.0 0.0 0.0
C -3.390 -0.476 2.905 0.0 0.0 0.0
C -4.744 -0.461 2.611 0.0 0.0 0.0
C -5.173 -0.113 1.335 0.0 0.0 0.0
C -4.246 0.214 0.358 0.0 0.0 0.0
C -2.891 0.197 0.656 0.0 -0.1 0.0
N -0.167 -2.212 0.356 0.1 0.1 0.0
H 1.344 -3.297 -2.285 0.0 0.0 0.0
H -0.336 -2.993 -2.730 0.0 0.0 0.0
H 3.080 -2.189 -3.335 0.0 0.0 0.0
H 5.253 -1.166 -3.927 0.0 0.0 0.0
H 5.589 1.274 -3.488 0.0 0.0 0.0
H 3.920 2.618 -2.391 0.0 0.0 0.0
H 1.632 1.659 -2.235 0.0 0.0 0.0
H 0.665 0.865 -4.186 0.0 0.0 0.0
H -1.206 1.827 -5.516 0.0 0.0 0.0
H -3.538 1.211 -4.980 0.0 0.0 0.0
H -4.011 -0.351 -3.120 0.0 0.0 0.0
H -2.151 -1.276 -1.779 0.0 0.0 0.0
H -0.182 -5.379 -0.493 0.0 0.0 0.0
H -0.725 -4.906 2.129 0.0 0.0 0.0
H 0.459 -2.058 3.356 0.0 0.0 0.0
H -1.288 -2.269 3.476 0.0 0.0 0.0
H 1.356 -0.226 4.367 0.0 0.0 0.0
H 1.714 1.109 6.390 0.0 0.0 0.0
H 0.094 2.871 7.023 0.0 0.0 0.0
H -1.900 3.265 5.613 0.0 0.0 0.0
H -2.276 1.915 3.595 0.0 0.0 0.0
H -3.064 -0.743 3.903 0.0 0.0 0.0
H -5.464 -0.723 3.374 0.0 0.0 0.0
H -6.231 -0.103 1.106 0.0 0.0 0.0
H -4.570 0.489 -0.638 0.0 0.0 0.0
H -2.169 0.446 -0.108 0.0 0.0 0.0
C 5.379 0.192 0.033 0.0 0.0 -0.1
Si 3.587 0.026 0.537 -0.1 0.1 0.0
C 3.261 -1.815 0.482 0.0 0.0 0.0
C 3.380 0.599 2.311 0.1 0.1 0.0
N 2.387 1.033 -0.398 -0.2 -0.1 0.2
C 2.303 2.411 0.000 0.2 0.0 0.0
C 3.426 3.156 0.353 0.0 0.0 0.0
C 3.350 4.506 0.658 -0.1 0.0 0.0
C 2.128 5.152 0.577 0.1 0.0 0.0
C 0.993 4.443 0.214 0.0 0.0 0.0
C 1.080 3.086 -0.061 -0.1 -0.1 0.0
O -0.008 2.328 -0.430 0.0 0.1 -0.1
C -1.278 2.859 -0.281 0.0 0.0 0.1
C -2.081 2.939 -1.403 0.0 0.0 0.0
C -3.394 3.371 -1.258 0.0 0.0 0.0
C -3.884 3.726 -0.009 0.0 0.0 0.0
C -3.059 3.643 1.107 0.0 0.0 0.0
C -1.753 3.203 0.976 0.1 0.0 0.0
H 5.980 -0.233 0.843 0.0 0.0 0.0
H 5.729 1.205 -0.157 0.0 0.0 0.0
H 5.564 -0.395 -0.868 0.0 0.0 0.0
H 4.176 -2.304 0.832 0.0 0.0 0.0
H 3.071 -2.176 -0.528 0.0 0.0 0.0
H 2.445 -2.137 1.131 0.0 0.0 0.0
H 3.596 -0.234 2.986 0.0 0.0 0.0
H 2.364 0.946 2.501 0.0 0.0 0.0
H 4.059 1.415 2.564 0.0 0.0 0.0
H 4.387 2.663 0.382 0.0 0.0 0.0
H 4.245 5.047 0.935 0.0 0.0 0.0
H 2.047 6.210 0.788 0.0 0.0 0.0
H 0.043 4.952 0.140 0.0 0.0 0.0
H -1.683 2.644 -2.367 0.0 0.0 0.0
H -4.034 3.431 -2.129 0.0 0.0 0.0
H -4.907 4.062 0.096 0.0 0.0 0.0
H -3.440 3.911 2.084 0.0 0.0 0.0
H -1.092 3.125 1.832 0.0 0.0 0.0
```
Forces are in eV/Å.


Computed, not measured: a single C4H8O2S molecule in a non-equilibrium geometry, with ωB97M-V/def2-TZVPD.

Results
energy	-19204.67099	eV
energy above the lowest of the compared OMol25 structures with the same formula, charge and spin	3.727	eV
HOMO level	-9.02	eV
molecular weight	120.2	g mol⁻¹

The geometry in XYZ format:
```
15
Properties=species:S:1:pos:R:3:forces:R:3
O 1.096 1.367 -1.234 -1.0 -0.5 -2.4
C 1.264 -0.044 -1.480 -2.6 1.2 2.8
C 0.506 -0.864 -0.377 1.2 0.0 -0.5
O -0.837 -0.844 -0.304 -2.9 2.6 -2.6
C -1.376 0.353 0.438 -2.1 -7.9 -0.5
C -0.703 -0.110 1.623 -1.1 1.6 4.8
S 1.104 -0.237 1.287 -1.6 -0.7 0.0
H 1.464 1.767 -0.468 0.8 -0.4 1.3
H 2.259 -0.334 -1.301 1.5 -0.5 -0.9
H 0.729 -0.220 -2.404 0.7 -0.2 -0.5
H 0.516 -1.926 -0.532 2.0 -0.8 -0.1
H -1.379 1.268 0.095 1.5 4.7 -2.2
H -2.478 0.110 0.441 0.9 0.0 0.4
H -0.862 0.847 2.253 0.5 -2.0 0.6
H -1.301 -1.132 1.963 2.1 2.8 -0.3
```
Forces are in eV/Å.


Computed, not measured: a single C4H6N2O2 molecule in a non-equilibrium geometry, with ωB97M-V/def2-TZVPD.

Results
energy	-11313.17368	eV
energy above the lowest of the compared OMol25 structures with the same formula, charge and spin	7.868	eV
HOMO level	-8.20	eV
molecular weight	114.1	g mol⁻¹

The geometry in XYZ format:
```
14
Properties=species:S:1:pos:R:3:forces:R:3
N -1.910 -1.356 0.100 -3.9 1.7 -0.4
C -0.626 -0.719 0.129 -3.6 0.8 -1.1
C 0.560 -1.255 -0.203 1.0 0.0 2.6
N 1.324 -0.111 -0.337 6.9 -2.9 0.0
O 2.740 -0.020 0.525 1.3 0.0 -3.9
C 0.698 1.039 -0.258 -0.3 3.9 0.8
C -0.616 0.710 -0.030 1.4 -0.8 1.6
O -1.745 1.407 0.260 2.0 4.8 -2.6
H -2.342 -0.887 -0.923 0.8 -1.8 4.2
H -2.683 -1.014 1.046 3.3 -0.9 -4.1
H 0.855 -2.242 0.179 0.5 0.7 -1.0
H 3.731 0.114 -0.131 -5.1 -0.7 2.2
H 1.408 1.954 -0.240 -2.0 -1.5 -0.1
H -1.394 2.381 -0.117 -2.2 -3.4 1.8
```
Forces are in eV/Å.


Computed, not measured: a molecular structure, C16H21Cl5F3IrN4O7Se in a non-equilibrium geometry, with ωB97M-V/def2-TZVPD.

Results
energy	-176169.01267	eV
energy above the lowest of the compared OMol25 structures with the same formula, charge and spin	8.817	eV
HOMO level	-8.63	eV
molecular weight	886.8	g mol⁻¹

The geometry in XYZ format:
```
58
Properties=species:S:1:pos:R:3:forces:R:3
Ir -0.022 0.048 -0.803 0.6 -0.4 0.3
N -4.466 -2.037 -1.648 0.2 0.6 0.1
C -1.713 0.708 -0.450 -1.3 1.1 -0.4
C -1.890 1.488 0.807 0.2 -0.1 0.2
C -0.694 2.450 0.547 -0.1 0.1 0.1
N 0.458 1.550 0.464 0.4 -0.3 -0.1
C -0.906 3.224 -0.754 -0.1 0.1 -0.1
C -1.320 2.371 -1.968 0.1 0.2 0.1
N -0.177 1.541 -2.375 0.0 0.0 -0.1
C -2.434 1.338 -1.607 0.3 -0.1 0.1
H -3.923 -1.636 0.579 -0.1 -0.4 0.4
H -4.147 -2.939 -2.002 -0.1 0.0 0.1
H -5.338 -2.223 -1.149 0.1 0.0 -0.1
H -1.628 -1.902 -1.715 0.8 0.3 -0.7
H -1.660 0.925 1.711 -0.1 0.0 0.0
H -2.830 2.031 0.905 0.0 -0.1 -0.1
H -0.565 3.143 1.381 0.0 0.0 0.0
H 0.745 1.213 1.404 0.0 0.1 0.0
H 1.346 2.006 0.086 -0.1 0.0 0.0
H 0.010 3.766 -1.005 0.0 0.0 0.0
H -1.678 3.975 -0.573 0.0 0.0 0.0
H -1.656 3.037 -2.764 0.0 -0.1 -0.1
H 0.721 2.041 -2.569 0.0 -0.1 0.0
H -0.371 1.049 -3.245 0.0 0.0 0.0
H -2.565 0.662 -2.453 -0.1 0.0 0.0
H -3.386 1.807 -1.362 0.0 0.0 0.1
Cl 2.349 -1.675 1.213 0.0 0.1 0.0
C 0.681 -1.889 1.579 -0.1 0.0 0.2
C -0.295 -1.322 0.758 -0.6 -0.2 0.0
C -1.634 -1.701 1.073 0.7 0.2 -0.2
Cl -2.993 -1.606 -0.307 -0.3 -0.6 0.2
C -1.956 -2.496 2.144 0.1 0.0 0.2
Cl -3.623 -2.926 2.452 0.0 0.0 0.1
C -0.964 -2.955 3.010 -0.1 0.0 0.0
Cl -1.383 -3.883 4.395 0.0 0.0 0.0
C 0.360 -2.668 2.708 0.0 0.1 -0.1
Cl 1.605 -3.277 3.725 0.0 0.0 0.0
F 1.991 -2.523 -2.729 0.0 0.0 0.0
C 1.012 -2.298 -3.592 -0.1 0.0 0.0
F 1.038 -1.028 -3.994 0.0 0.0 0.0
F 1.158 -3.088 -4.646 0.0 0.0 -0.1
C -0.340 -2.621 -2.915 0.1 0.5 0.0
O -0.922 -3.645 -2.996 -0.1 -0.1 0.1
O -0.827 -1.546 -2.196 -0.2 -0.7 0.2
C 3.417 0.345 4.239 0.0 0.0 0.0
C 2.821 1.005 3.024 0.1 -0.1 0.2
N 3.668 1.437 2.089 -0.1 0.0 0.0
O 1.592 1.121 2.936 -0.1 0.0 -0.1
H 4.501 0.439 4.283 0.0 0.0 0.0
H 3.148 -0.711 4.218 0.0 0.0 0.0
H 2.972 0.786 5.129 0.0 0.0 0.0
H 4.650 1.245 2.169 0.0 0.0 0.0
H 3.325 1.802 1.194 0.1 0.0 -0.1
O 2.360 1.897 -3.058 0.0 0.0 0.1
Se 3.015 1.222 -1.722 0.0 0.2 0.0
O 2.798 2.299 -0.468 0.0 -0.1 -0.1
O 2.040 -0.091 -1.294 -0.2 -0.2 -0.1
O 4.522 0.715 -1.863 0.0 0.0 0.1
```
Forces are in eV/Å.